C41H53BBaF3IN12S3 as an isolated structure, computed with the ωB97M-V functional and the def2-TZVPD basis.

Output
* HOMO-LUMO gap: 7.77 eV
* energy: -111396.9305 eV
* energy relative to the best compared isomer or geometry (same formula, charge and spin): 30.0 kJ/mol

Each line ends with the Mulliken charge.
CARTESIAN COORDINATES (ANGSTROEM)
Ba1 0.04 -0.17 -0.48  0.82
C1 2.91 2.24 4.33  -1.53
C2 2.60 2.27 2.87  0.16
C3 3.16 3.08 1.91  -0.95
C4 2.53 2.72 0.71  -0.61
N1 1.67 1.73 0.92  1.85
N2 1.70 1.47 2.26  -0.02
B1 0.69 0.58 3.00  -1.78
N3 -0.78 1.06 2.74  -0.28
N4 -1.42 1.03 1.54  2.25
C5 -2.64 1.52 1.72  -0.59
C6 -2.80 1.89 3.07  -1.19
C7 -1.60 1.60 3.68  0.24
C8 -1.22 1.84 5.10  -1.23
C9 -3.67 1.59 0.63  2.80
C10 -4.36 2.96 0.68  -2.14
C11 -4.71 0.48 0.86  -1.97
C12 -3.06 1.41 -0.76  -0.73
N5 0.91 -0.95 2.77  0.66
N6 1.25 -1.53 1.58  0.68
C13 1.55 -2.80 1.85  -0.61
C14 1.39 -3.05 3.22  -1.19
C15 1.00 -1.86 3.77  0.41
C16 0.66 -1.58 5.19  -1.50
C17 1.99 -3.80 0.80  2.88
C18 1.08 -5.03 0.88  -1.59
C19 1.94 -3.23 -0.61  0.61
C20 3.43 -4.22 1.12  -2.09
C21 2.74 3.38 -0.63  2.85
C22 2.46 4.88 -0.49  -2.04
C23 4.20 3.19 -1.07  -1.71
C24 1.80 2.81 -1.68  -0.85
H1 3.74 2.92 4.54  0.39
H2 3.21 1.24 4.65  0.26
H3 2.06 2.54 4.94  0.15
H4 3.90 3.84 2.06  0.57
H5 0.86 0.75 4.16  -0.29
H6 -3.66 2.34 3.53  0.54
H7 -2.09 2.25 5.63  0.45
H8 -0.41 2.57 5.17  0.16
H9 -0.90 0.94 5.61  0.14
H10 -4.86 3.12 1.64  0.40
H11 -5.12 3.02 -0.10  0.48
H12 -3.64 3.76 0.53  0.39
H13 -5.18 0.59 1.84  0.43
H14 -4.23 -0.50 0.82  0.19
H15 -5.48 0.52 0.09  0.49
H16 -2.25 2.12 -0.95  0.23
H17 -3.83 1.56 -1.52  0.68
H18 -2.70 0.39 -0.92  -0.90
H19 1.55 -3.98 3.74  0.61
H20 0.80 -2.50 5.77  0.48
H21 -0.38 -1.27 5.29  0.15
H22 1.29 -0.81 5.62  0.20
H23 0.04 -4.76 0.67  0.13
H24 1.11 -5.49 1.87  0.40
H25 1.39 -5.78 0.15  0.44
H26 0.91 -3.00 -0.91  -1.23
H27 2.34 -3.94 -1.32  0.72
H28 2.53 -2.31 -0.67  -0.70
H29 3.51 -4.66 2.11  0.39
H30 4.10 -3.36 1.08  0.36
H31 3.78 -4.96 0.39  0.48
H32 3.13 5.34 0.24  0.40
H33 1.43 5.05 -0.16  0.35
H34 2.60 5.38 -1.45  0.47
H35 4.89 3.61 -0.34  0.39
H36 4.37 3.67 -2.03  0.47
H37 4.43 2.13 -1.18  0.21
H38 0.76 2.96 -1.41  0.18
H39 1.97 1.74 -1.83  -0.96
H40 1.96 3.29 -2.64  0.63
F1 -1.38 3.55 -5.09  -0.25
C25 -2.41 3.40 -4.24  0.41
F2 -2.00 3.84 -3.03  -0.17
F3 -3.35 4.29 -4.65  -0.34
C26 -2.96 2.00 -4.19  0.15
C27 -4.29 1.79 -4.49  -0.31
C28 -4.82 0.51 -4.41  -0.90
C29 -3.95 -0.51 -4.03  -0.31
N7 -2.67 -0.33 -3.75  -0.01
C30 -2.15 0.91 -3.80  -0.07
S1 -0.48 1.11 -3.38  -0.33
H41 -4.92 2.62 -4.78  0.49
H42 -5.85 0.30 -4.63  0.43
H43 -4.31 -1.53 -3.96  0.40
N8 -2.29 -1.61 2.97  0.04
C31 -2.47 -2.50 1.96  -0.28
N9 -1.92 -2.41 0.78  1.38
C32 -2.28 -3.50 0.01  -0.91
C33 -3.11 -4.40 0.60  -0.49
S2 -3.46 -3.91 2.21  -0.33
C34 -1.78 -3.63 -1.37  -0.29
C35 -1.96 -4.72 -2.15  -0.60
S3 -1.27 -4.45 -3.70  -0.32
C36 -0.76 -2.87 -3.17  -0.10
N10 -1.08 -2.58 -1.94  0.93
N11 -0.03 -2.07 -3.98  0.01
H44 -1.85 -0.74 2.70  -0.34
H45 -3.04 -1.51 3.63  0.39
H46 -3.54 -5.29 0.18  0.51
H47 -2.44 -5.65 -1.90  0.48
H48 -0.04 -2.31 -4.96  0.25
H49 -0.16 -1.06 -3.80  -0.40
I1 3.83 0.40 -6.44  0.07
C37 3.95 -0.01 -4.41  -0.65
C38 5.18 -0.13 -3.77  -0.12
C39 5.18 -0.40 -2.41  -1.19
C40 3.97 -0.54 -1.76  -0.33
N12 2.79 -0.43 -2.37  0.62
C41 2.79 -0.17 -3.67  0.11
H50 6.10 -0.02 -4.32  0.40
H51 6.11 -0.49 -1.87  0.47
H52 3.95 -0.73 -0.69  0.55
H53 1.82 -0.06 -4.14  0.01

***

C41H53BCl4F3HfN2O2P2Si as an isolated structure in a non-equilibrium geometry, computed with the ωB97M-V functional and the def2-TZVPD basis.

Output
* HOMO-LUMO gap: 7.18 eV
* energy: -137145.6986 eV
* total charge: -1
* energy relative to the best compared isomer or geometry (same formula, charge and spin): 0.0 kJ/mol

Each line ends with the Mulliken charge.
CARTESIAN COORDINATES (ANGSTROEM)
Hf1 0.21 0.59 0.05  -0.32
C1 3.42 -0.07 4.40  -1.68
C2 2.25 0.24 3.48  1.26
C3 0.93 -0.17 4.13  -1.38
P1 2.29 -0.49 1.76  0.63
C4 4.10 -0.69 1.41  0.80
C5 4.69 0.68 1.08  -1.33
C6 4.37 -1.72 0.30  -1.43
C7 1.69 -2.18 1.98  -0.50
C8 2.40 -3.14 2.69  -0.25
C9 1.89 -4.40 2.96  0.51
C10 2.67 -5.42 3.75  -1.78
C11 0.60 -4.66 2.50  -1.19
C12 -0.12 -3.74 1.78  -0.23
C13 0.40 -2.46 1.47  -0.04
N1 -0.31 -1.51 0.76  0.56
C14 -1.47 -1.99 0.09  -1.46
C15 -1.37 -2.96 -0.92  0.23
C16 -2.49 -3.37 -1.62  -1.27
C17 -3.74 -2.82 -1.35  0.66
C18 -4.95 -3.22 -2.16  -1.71
C19 -3.84 -1.86 -0.36  -0.35
C20 -2.72 -1.43 0.35  0.03
P2 -2.63 -0.01 1.48  2.28
C21 -4.22 0.96 1.42  0.35
C22 -5.53 0.32 1.90  -1.46
C23 -4.39 1.60 0.03  -1.24
C24 -2.59 -0.86 3.14  0.82
C25 -2.62 0.18 4.26  -1.33
C26 -3.59 -1.98 3.36  -1.72
H1 3.26 0.42 5.36  0.49
H2 3.50 -1.14 4.59  0.22
H3 4.38 0.29 4.00  0.36
H4 2.20 1.32 3.30  0.23
H5 0.93 -1.23 4.38  0.23
H6 0.76 0.41 5.04  0.62
H7 0.10 0.05 3.45  -0.23
H8 4.56 -1.05 2.33  1.00
H9 4.33 1.03 0.11  -0.11
H10 4.41 1.44 1.82  0.31
H11 5.78 0.63 1.04  0.57
H12 3.51 -1.87 -0.34  -0.05
H13 5.20 -1.39 -0.33  0.46
H14 4.62 -2.69 0.73  0.29
H15 3.40 -2.90 3.05  0.23
H16 3.71 -5.12 3.86  0.38
H17 2.25 -5.56 4.75  0.30
H18 2.65 -6.40 3.26  0.38
H19 0.15 -5.63 2.71  0.36
H20 -1.12 -4.00 1.46  0.48
H21 -0.40 -3.37 -1.15  0.53
H22 -2.38 -4.11 -2.41  0.33
H23 -4.88 -4.25 -2.50  0.41
H24 -5.87 -3.12 -1.57  0.39
H25 -5.05 -2.58 -3.04  0.26
H26 -4.80 -1.42 -0.16  0.11
H27 -3.98 1.78 2.11  0.38
H28 -6.36 1.00 1.69  0.50
H29 -5.73 -0.62 1.39  0.14
H30 -5.51 0.13 2.97  0.32
H31 -4.72 0.87 -0.71  0.23
H32 -5.13 2.40 0.08  0.53
H33 -3.45 2.02 -0.33  -0.11
H34 -1.59 -1.31 3.12  -0.52
H35 -3.60 0.65 4.33  0.26
H36 -2.43 -0.30 5.22  0.44
H37 -1.87 0.96 4.12  0.22
H38 -4.59 -1.60 3.56  0.28
H39 -3.65 -2.65 2.50  0.33
H40 -3.29 -2.58 4.23  0.48
C27 2.07 3.89 0.96  -0.77
Si1 2.38 3.23 -0.77  0.99
C28 4.26 3.51 -0.99  -1.54
C29 1.45 4.35 -1.99  -1.18
N2 1.96 1.54 -0.98  1.32
C30 2.43 0.92 -2.11  1.39
C31 3.08 1.51 -3.22  -0.94
C32 3.51 0.76 -4.30  -1.09
C33 3.33 -0.61 -4.36  -0.89
C34 2.67 -1.23 -3.32  -0.95
C35 2.25 -0.46 -2.26  -0.41
F1 1.56 -1.08 -1.23  0.39
H41 2.77 4.71 1.12  0.76
H42 2.25 3.15 1.74  -0.14
H43 1.07 4.29 1.10  0.13
H44 4.42 4.52 -1.38  0.42
H45 4.76 2.81 -1.64  0.44
H46 4.75 3.47 -0.01  0.39
H47 1.58 5.40 -1.69  0.37
H48 0.39 4.13 -1.96  0.07
H49 1.79 4.26 -3.02  0.38
H50 3.22 2.58 -3.24  0.29
H51 4.00 1.28 -5.12  0.42
H52 3.67 -1.18 -5.22  0.38
H53 2.46 -2.30 -3.31  0.47
Cl1 -3.62 6.17 1.53  -0.23
C36 -2.48 4.88 1.66  0.55
C37 -1.96 4.53 2.90  0.12
Cl2 -2.44 5.40 4.32  -0.25
C38 -1.06 3.47 3.01  0.39
Cl3 -0.31 3.09 4.52  -0.20
C39 -0.69 2.73 1.89  -0.56
O1 0.12 1.70 1.88  0.12
C40 -1.19 3.12 0.62  -1.05
O2 -0.73 2.42 -0.39  -0.86
C41 -2.08 4.18 0.52  0.61
Cl4 -2.66 4.62 -1.05  -0.22
F2 -2.43 0.32 -2.07  -0.12
B1 -1.08 0.17 -2.01  0.79
F3 -0.62 -0.10 -3.26  -0.24

***

Q: Which value of energy does entry 1 give?
A: -111396.9305 eV

***

Q: Among the records above, which one has the highest energy?
A: C41H53BBaF3IN12S3

***

Q: The lowest energy relative to the best compared isomer or geometry (same formula, charge and spin) belongs to which entry?
A: C41H53BCl4F3HfN2O2P2Si

***

Q: What is the energy relative to the best compared isomer or geometry (same formula, charge and spin) in the first record?
A: 30.0 kJ/mol